Formula: C5H8MgO3Tl
Source: the Open Molecules 2025 dataset
Level of theory: wB97M-V/def2-TZVPD

Structure (XYZ):
```
18
C5H8MgO3Tl, DFT wB97M-V/def2-TZVPD
Tl -4.883 3.308 0.497
Mg -2.068 0.190 -4.090
O -3.171 3.011 -3.141
O -4.822 2.385 -1.766
O -3.544 0.887 -2.803
C -1.931 5.010 -3.493
C -2.246 3.919 -2.502
C -6.136 1.275 -1.924
C -7.409 1.345 -1.416
C -3.787 2.073 -2.499
H -1.174 5.669 -3.050
H -5.289 0.398 -1.634
H -1.330 3.354 -2.268
H -7.611 1.712 -0.400
H -2.749 4.343 -1.619
H -1.533 4.579 -4.420
H -6.125 1.050 -3.003
H -2.832 5.597 -3.710
```

- Highest occupied orbital energy (alpha / beta): -14.192 / -17.209 eV
- Relative energy (zero: lowest compared OMol25 entry of this formula, charge and spin): 463.2 kJ/mol
- Total charge: +2
- 2S+1: 2
- Expectation value of S²: 0.853
- E_tot: -21573.56207 eV

Here are the Mulliken charges for atoms 1 to 2, given in e:
1. Tl 0.834
2. Mg 0.588



Formula: C5H8MgO5Sn
Source: the Open Molecules 2025 dataset
Level of theory: wB97M-V/def2-TZVPD

Structure (XYZ):
```
20
C5H8MgO5Sn, DFT wB97M-V/def2-TZVPD
Sn 0.661 1.239 0.502
Mg 5.409 -1.896 0.080
O -0.253 2.263 -0.805
O 0.546 -0.155 1.864
O -1.061 -0.066 -0.087
O 2.399 0.783 -0.064
O 3.952 -0.724 -0.518
C -1.555 1.958 -1.143
C -0.470 -1.057 1.876
C -1.151 -1.147 0.563
C -1.758 0.443 -1.257
C 2.822 -0.396 -0.090
H -1.988 -1.828 0.362
H -0.149 -2.100 2.106
H -1.212 0.031 -2.114
H -2.798 0.099 -1.217
H 2.046 -1.283 -0.132
H -1.300 -0.886 2.604
H -2.290 2.342 -0.407
H -1.851 2.379 -2.124
```

- Highest occupied orbital energy (alpha / beta): -9.125 / -9.125 eV
- Total charge: +1
- 2S+1: 2
- Expectation value of S²: 0.753
- E_tot: -26815.62289 eV

Here are the Mulliken charges for atoms 1 to 2, given in e:
1. Sn 1.349
2. Mg 0.489



Formula: C5H8N
Source: the Open Molecules 2025 dataset
Level of theory: wB97M-V/def2-TZVPD

Structure (XYZ):
```
14
C5H8N, DFT wB97M-V/def2-TZVPD
N 0.160 0.168 -0.612
C -0.037 -1.172 -0.947
C -0.722 -1.002 1.647
C -0.307 -0.906 0.279
C -0.140 1.529 -0.908
C 1.250 1.136 -0.516
H -0.953 -2.089 1.886
H -0.801 2.075 -0.194
H 0.032 -0.691 2.359
H -1.715 -0.677 1.917
H 1.980 1.050 -1.349
H 1.531 1.162 0.485
H 0.023 -2.335 -2.063
H -0.300 1.751 -1.983
```

- Highest occupied orbital energy: -14.714 eV
- Relative energy (zero: lowest compared OMol25 entry of this formula, charge and spin): 654.4 kJ/mol
- Total charge: +1
- 2S+1: 1
- E_tot: -6791.30643 eV

Here are the Mulliken charges for atoms 1 to 2, given in e:
1. N 0.051
2. C -0.170



Formula: C5H8N
Source: the Open Molecules 2025 dataset
Level of theory: wB97M-V/def2-TZVPD

Structure (XYZ):
```
14
C5H8N, DFT wB97M-V/def2-TZVPD
N 0.243 -1.437 0.082
C -0.639 0.609 -0.782
C -1.093 -0.588 -1.642
C 1.357 1.044 2.030
C -0.398 -1.704 -1.019
C 0.126 -0.068 0.048
H 0.659 1.882 2.221
H -0.660 -2.713 -1.337
H -2.232 -0.739 -1.502
H -0.864 1.745 -0.912
H 2.302 1.337 1.529
H -1.030 -0.351 -2.817
H 0.696 0.614 1.244
H 1.534 0.370 2.858
```

- Highest occupied orbital energy: -15.214 eV
- Relative energy (zero: lowest compared OMol25 entry of this formula, charge and spin): 532.6 kJ/mol
- Total charge: +1
- 2S+1: 1
- E_tot: -6792.56828 eV

Here are the Mulliken charges for atoms 1 to 2, given in e:
1. N -0.389
2. C -0.356



Which of these has the highest E_tot?
number 3



Look up the 2S+1 of the fourth one.
1



What is the 2S+1 in the first record?
2



What did the first record say?
Formula: C5H8MgO3Tl
Source: the Open Molecules 2025 dataset
Level of theory: wB97M-V/def2-TZVPD

Structure (XYZ):
```
18
C5H8MgO3Tl, DFT wB97M-V/def2-TZVPD
Tl -4.883 3.308 0.497
Mg -2.068 0.190 -4.090
O -3.171 3.011 -3.141
O -4.822 2.385 -1.766
O -3.544 0.887 -2.803
C -1.931 5.010 -3.493
C -2.246 3.919 -2.502
C -6.136 1.275 -1.924
C -7.409 1.345 -1.416
C -3.787 2.073 -2.499
H -1.174 5.669 -3.050
H -5.289 0.398 -1.634
H -1.330 3.354 -2.268
H -7.611 1.712 -0.400
H -2.749 4.343 -1.619
H -1.533 4.579 -4.420
H -6.125 1.050 -3.003
H -2.832 5.597 -3.710
```

- Highest occupied orbital energy (alpha / beta): -14.192 / -17.209 eV
- Relative energy (zero: lowest compared OMol25 entry of this formula, charge and spin): 463.2 kJ/mol
- Total charge: +2
- 2S+1: 2
- Expectation value of S²: 0.853
- E_tot: -21573.56207 eV

Here are the Mulliken charges for atoms 1 to 2, given in e:
1. Tl 0.834
2. Mg 0.588